(1)
A structure of composition Cl2O8Pb in a non-equilibrium geometry. Source: the Open Molecules 2025 dataset; level of theory: ωB97M-V/def2-TZVPD.

Computed properties:
energy relative to the best compared isomer or geometry (same formula, charge and spin)	190.3	kcal/mol
highest occupied orbital energy	-7.632	eV
E_tot	-46647.04668	eV
orbital gap	4.45	eV

Last column: Löwdin charge in e.
Positions of all 11 atoms, in Å:
1 Pb -1.797 10.406 13.626  1.528
2 Cl -3.198 8.842 12.644  0.589
3 O -2.579 8.698 13.957  -0.468
4 O -3.590 7.642 12.108  -0.222
5 O -4.185 9.774 12.521  -0.220
6 O -2.042 9.368 11.782  -0.432
7 Cl -6.033 7.504 11.432  0.636
8 O -7.241 7.930 11.824  -0.266
9 O -5.227 7.635 12.577  -0.464
10 O -5.961 6.071 11.117  -0.335
11 O -5.364 8.328 10.431  -0.345

=====

(2)
The molecule C2H6N2S in a non-equilibrium geometry. Source: the Open Molecules 2025 dataset; level of theory: ωB97M-V/def2-TZVPD.

Computed properties:
energy relative to the best compared isomer or geometry (same formula, charge and spin)	13.3	kcal/mol
highest occupied orbital energy	-8.824	eV
structure (SMILES)	[H]/N=C(\N)SC
E_tot	-15986.22073	eV
orbital gap	9.58	eV

Last column: Löwdin charge in e.
Positions of all 11 atoms, in Å:
1 H 0.794 -1.964 -0.920  0.035
2 N 0.174 -1.151 -0.910  0.055
3 C 0.326 -0.679 0.278  -0.905
4 N 0.870 -1.267 1.394  0.010
5 S -0.392 0.817 0.728  0.880
6 C -1.030 1.646 -0.768  -0.386
7 H 1.468 -2.069 1.215  0.087
8 H 1.277 -0.752 2.254  0.129
9 H -1.177 2.737 -0.503  0.056
10 H -1.905 1.180 -1.111  0.003
11 H -0.405 1.502 -1.657  0.037

=====

(3)
The molecule C8H7BrClF3 in a non-equilibrium geometry. Source: the Open Molecules 2025 dataset; level of theory: ωB97M-V/def2-TZVPD.

Computed properties:
highest occupied orbital energy (spin up / spin down)	-6.575 / -9.372	eV
E_tot	-99120.97901	eV
spin multiplicity	3
orbital gap (spin up / spin down)	7.19 / 6.69	eV

Last column: Löwdin charge in e.
Positions of all 20 atoms, in Å:
1 C -0.209 -0.922 2.032  -0.140
2 C -0.780 -0.541 0.820  -0.066
3 C 1.760 0.446 1.431  -0.233
4 C 1.066 -0.498 2.292  -0.587
5 C 1.912 0.400 0.106  -0.538
6 C -0.139 -0.479 -0.362  -0.240
7 C -0.663 0.221 -1.574  -0.053
8 C 0.550 -1.915 -0.746  -0.624
9 F -0.441 -2.747 -1.121  0.142
10 F 1.356 -1.799 -1.741  0.176
11 F 1.247 -2.481 0.256  0.142
12 Cl 2.338 1.965 -0.670  0.621
13 Br 1.836 -0.726 4.099  0.663
14 H -0.757 -1.386 2.802  0.098
15 H -1.533 0.227 0.988  0.136
16 H 2.289 1.212 1.947  0.084
17 H 2.519 -0.477 -0.395  0.126
18 H -1.456 0.917 -1.241  0.087
19 H -0.984 -0.456 -2.453  0.117
20 H 0.224 0.859 -2.033  0.089

=====

(4)
A structure of composition C6H5HgN2O2. Source: the Open Molecules 2025 dataset; level of theory: ωB97M-V/def2-TZVPD.

Computed properties:
highest occupied orbital energy (spin up / spin down)	-9.135 / -9.135	eV
E_tot	-17547.86122	eV
spin multiplicity	2
orbital gap (spin up / spin down)	8.79 / 7.46	eV

Last column: Löwdin charge in e.
Positions of all 16 atoms, in Å:
1 Hg 1.906 0.466 3.559  1.187
2 O 1.672 -1.505 2.962  -0.394
3 N 1.038 -1.492 1.798  -0.126
4 N 0.782 -0.353 1.399  -0.044
5 O 1.899 2.435 3.758  -0.551
6 C 0.101 -0.227 0.160  -0.270
7 C -0.301 -1.305 -0.625  -0.033
8 C -0.960 -1.063 -1.817  -0.083
9 C -1.218 0.239 -2.231  -0.090
10 C -0.814 1.307 -1.445  -0.083
11 C -0.154 1.075 -0.247  -0.036
12 H -0.098 -2.315 -0.297  0.104
13 H -1.275 -1.897 -2.431  0.104
14 H -1.734 0.418 -3.166  0.102
15 H -1.012 2.322 -1.761  0.104
16 H 0.170 1.892 0.384  0.108

=====

(5)
The molecule C5H6FNO in a non-equilibrium geometry. Source: the Open Molecules 2025 dataset; level of theory: ωB97M-V/def2-TZVPD.

Computed properties:
energy relative to the best compared isomer or geometry (same formula, charge and spin)	60.8	kcal/mol
highest occupied orbital energy	-9.138	eV
structure (SMILES)	O[C@@]1(F)C=CC=NC1
E_tot	-11535.52258	eV
orbital gap	9.37	eV

Last column: Löwdin charge in e.
Positions of all 14 atoms, in Å:
1 O 1.406 -0.469 1.680  0.018
2 C 0.451 0.049 0.847  -0.554
3 F -0.107 1.141 1.460  0.053
4 C 1.211 0.509 -0.426  0.034
5 C 0.345 0.815 -1.392  -0.074
6 C -1.101 0.432 -1.371  -0.158
7 N -1.598 -0.355 -0.501  0.019
8 C -0.809 -0.961 0.520  -0.107
9 H 0.964 -0.989 2.445  0.157
10 H 2.267 0.537 -0.446  0.103
11 H 0.656 1.485 -2.295  0.129
12 H -1.778 0.735 -2.289  0.138
13 H -0.527 -2.000 0.326  0.129
14 H -1.380 -0.929 1.443  0.113

=====

(6)
A cluster of 3 separate species, C43H44ClFN3O4P in total. Source: the Open Molecules 2025 dataset; level of theory: ωB97M-V/def2-TZVPD.

Computed properties:
energy relative to the best compared isomer or geometry (same formula, charge and spin)	0.0	kcal/mol
highest occupied orbital energy	-8.556	eV
structure (SMILES)	CCP(F)(CCCCl)(Cc1cccc(C)c1)CC(N)(N)N.O=C1c2ccccc2C(=O)c2ccccc21.O=C1c2ccccc2C(=O)c2ccccc21
E_tot	-82496.54758	eV
orbital gap	7.51	eV

Last column: Löwdin charge in e.
Positions of all 97 atoms, in Å:
1 C 0.184 -2.529 2.120  -0.115
2 C -0.829 -2.250 0.986  -0.277
3 P -0.030 -1.539 -0.486  0.861
4 F -0.372 -3.040 -1.339  -0.344
5 C 1.730 -2.014 -0.751  -0.271
6 C 2.272 -1.746 -2.155  -0.296
7 C 2.514 -0.298 -2.541  -0.576
8 Cl 3.704 0.483 -1.460  0.582
9 C -0.953 -0.746 -1.876  -0.190
10 C -2.256 -1.399 -2.283  -0.257
11 C -2.314 -2.193 -3.424  -0.056
12 C -3.509 -2.784 -3.801  -0.075
13 C -4.659 -2.584 -3.045  -0.058
14 C -4.626 -1.797 -1.903  -0.273
15 C -5.856 -1.571 -1.064  -0.054
16 C -3.414 -1.208 -1.536  -0.009
17 C 0.479 0.145 0.310  -0.226
18 C -0.456 1.060 1.138  -0.698
19 N -1.819 1.047 0.619  0.078
20 N -0.472 0.622 2.539  0.087
21 N 0.058 2.443 1.188  0.066
22 H -0.189 -2.162 3.071  0.034
23 H 0.333 -3.605 2.219  0.077
24 H 1.154 -2.065 1.954  0.055
25 H -1.287 -3.185 0.675  0.081
26 H -1.633 -1.596 1.314  0.066
27 H 2.376 -1.541 -0.014  0.059
28 H 1.768 -3.091 -0.590  0.094
29 H 3.228 -2.268 -2.251  0.111
30 H 1.602 -2.188 -2.899  0.110
31 H 2.924 -0.226 -3.546  0.064
32 H 1.614 0.314 -2.509  0.050
33 H -1.118 0.302 -1.649  0.069
34 H -0.273 -0.781 -2.731  0.082
35 H -1.417 -2.369 -4.006  0.110
36 H -3.548 -3.406 -4.687  0.101
37 H -5.592 -3.049 -3.343  0.105
38 H -6.127 -0.514 -1.053  0.080
39 H -5.674 -1.862 -0.027  0.080
40 H -6.704 -2.141 -1.440  0.071
41 H -3.376 -0.602 -0.640  0.099
42 H 1.351 -0.002 0.950  0.071
43 H 0.847 0.744 -0.532  0.054
44 H -1.880 1.610 -0.224  0.077
45 H -2.402 1.528 1.299  0.085
46 H -1.326 0.102 2.714  0.057
47 H -0.554 1.464 3.102  0.078
48 H 0.953 2.442 1.667  0.076
49 H 0.249 2.768 0.248  0.071
50 O -1.617 -1.552 10.349  0.108
51 C -2.138 -1.615 9.257  -0.277
52 C -1.363 -1.342 8.013  -0.083
53 C -0.012 -1.032 8.114  -0.001
54 C 0.729 -0.786 6.970  -0.051
55 C 0.126 -0.854 5.718  -0.059
56 C -1.219 -1.160 5.615  -0.012
57 C -1.970 -1.401 6.757  -0.080
58 C -3.422 -1.708 6.612  -0.277
59 O -3.956 -1.712 5.524  0.106
60 C -4.191 -2.008 7.854  -0.083
61 C -5.538 -2.332 7.748  -0.002
62 C -6.269 -2.625 8.886  -0.057
63 C -5.659 -2.594 10.135  -0.057
64 C -4.318 -2.268 10.247  -0.002
65 C -3.579 -1.973 9.108  -0.082
66 H 0.442 -0.986 9.094  0.120
67 H 1.780 -0.542 7.052  0.108
68 H 0.701 -0.664 4.821  0.094
69 H -1.702 -1.216 4.649  0.100
70 H -5.996 -2.352 6.769  0.120
71 H -7.317 -2.878 8.802  0.107
72 H -6.232 -2.826 11.023  0.107
73 H -3.830 -2.235 11.211  0.120
74 O 6.251 5.365 -7.949  0.108
75 C 5.535 4.597 -7.344  -0.277
76 C 5.769 4.292 -5.903  -0.083
77 C 6.817 4.920 -5.242  -0.002
78 C 7.043 4.659 -3.901  -0.054
79 C 6.223 3.772 -3.212  -0.050
80 C 5.179 3.142 -3.868  -0.004
81 C 4.951 3.396 -5.213  -0.080
82 C 3.831 2.686 -5.894  -0.270
83 O 3.149 1.873 -5.305  0.095
84 C 3.580 3.010 -7.328  -0.082
85 C 2.523 2.390 -7.982  -0.003
86 C 2.264 2.684 -9.310  -0.057
87 C 3.061 3.598 -9.991  -0.056
88 C 4.119 4.216 -9.345  -0.002
89 C 4.383 3.925 -8.013  -0.081
90 H 7.445 5.608 -5.791  0.120
91 H 7.861 5.148 -3.388  0.107
92 H 6.397 3.572 -2.163  0.109
93 H 4.534 2.447 -3.350  0.073
94 H 1.912 1.683 -7.438  0.119
95 H 1.440 2.201 -9.818  0.107
96 H 2.855 3.828 -11.028  0.108
97 H 4.750 4.925 -9.861  0.120